80
Properties=species:S:1:pos:R:3:forces:R:3:mulliken_charge:R:1 method="wB97M-V/def2-TZVPD" lumo_energy_ev=0.40 fmax_ev_per_a=1.066 mol_weight_g_mol=424.6 multiplicity=1 total_charge=0 energy_ha=-1432.2388 e_above_lowest_kcal_mol=0.00 orbital_gap_ev=9.960
C 12.6852 -14.4514 9.1110 0.401 -0.388 -0.542 -1.075
C 11.7331 -15.3826 9.8170 -0.195 -0.520 0.601 0.656
C 10.3384 -14.8413 10.0390 -0.458 0.238 0.232 -0.954
O 11.6413 -16.6337 9.0802 0.104 0.433 -0.142 -0.444
H 12.3418 -14.1972 8.1030 -0.160 0.174 0.247 0.016
H 13.6285 -14.9764 8.9346 0.021 0.091 0.214 0.341
H 12.8862 -13.5492 9.6834 -0.124 0.086 -0.015 0.370
H 12.1451 -15.6149 10.8070 0.097 0.002 -0.116 0.398
H 10.3201 -14.0489 10.7935 0.274 0.163 -0.238 0.278
H 9.6693 -15.5970 10.4550 0.143 -0.234 -0.217 0.373
H 9.8968 -14.4531 9.1193 0.027 -0.015 -0.001 -0.090
H 11.8587 -17.3511 9.6801 -0.022 -0.055 -0.091 0.248
C 11.3083 -11.2349 2.1913 -0.541 -0.166 -0.062 -1.316
C 10.9974 -12.7084 1.9247 0.151 -0.022 0.273 0.353
C 11.8401 -13.6057 2.8164 0.633 0.215 0.362 -0.532
O 9.6095 -12.9533 2.1141 -0.005 -0.018 -0.109 -0.562
H 12.3337 -10.9726 1.9388 0.019 0.034 -0.033 0.434
H 11.1183 -11.0014 3.2433 0.139 -0.061 0.027 0.241
H 10.5996 -10.6370 1.6144 0.221 0.116 -0.095 0.353
H 11.2206 -12.9487 0.8828 -0.155 0.056 -0.057 0.387
H 12.8879 -13.2797 2.7710 -0.066 -0.083 -0.084 0.386
H 11.8289 -14.6684 2.5714 -0.271 0.056 -0.146 0.146
H 11.5439 -13.4764 3.8627 -0.128 -0.056 -0.058 -0.130
H 9.3677 -12.5829 2.9813 0.101 -0.043 0.009 0.278
C 10.3053 -11.4900 8.8653 0.001 0.708 0.261 -0.869
C 10.7890 -10.2975 9.6874 0.102 -0.086 -0.083 0.467
C 11.4402 -10.7086 10.9974 -0.105 0.247 0.126 -1.321
O 11.7560 -9.5219 8.9698 -0.204 -0.063 0.148 -0.567
H 11.1484 -12.1121 8.5728 -0.054 -0.152 0.050 0.113
H 9.7919 -11.1327 7.9702 -0.002 -0.140 -0.059 0.378
H 9.5922 -12.0295 9.4877 -0.002 -0.280 -0.222 0.251
H 9.9146 -9.6766 9.9290 0.071 0.035 -0.087 0.263
H 12.4696 -11.0327 10.8436 -0.044 -0.137 -0.102 0.289
H 10.8633 -11.4983 11.4812 0.063 -0.055 -0.036 0.306
H 11.4628 -9.8622 11.6858 0.097 -0.001 -0.037 0.364
H 11.3431 -9.2077 8.1594 0.029 0.014 -0.027 0.312
C 11.6442 -20.2491 7.6756 -0.136 0.500 0.198 -0.880
C 11.5427 -20.4046 6.1768 0.577 -0.781 -0.439 0.620
C 12.8988 -20.1998 5.5097 0.241 0.556 -0.069 -1.020
O 11.0235 -21.7140 5.8525 -0.022 0.508 0.032 -0.598
H 10.7053 -20.5007 8.1675 -0.014 -0.068 -0.016 0.372
H 11.8905 -19.2115 7.9243 0.025 -0.075 0.006 -0.092
H 12.4431 -20.8802 8.0724 -0.029 -0.063 -0.007 0.372
H 10.8519 -19.6960 5.7201 -0.254 -0.051 0.255 -0.011
H 13.5836 -21.0346 5.6793 -0.166 -0.113 0.031 0.438
H 13.4055 -19.3013 5.8775 -0.146 -0.034 0.065 0.256
H 12.7967 -20.0321 4.4367 -0.053 -0.274 -0.033 0.165
H 11.6214 -22.3513 6.2578 -0.019 -0.052 -0.056 0.367
C 6.7065 -13.1693 5.6829 -0.703 -0.297 -0.242 -1.365
C 7.3934 -12.7176 4.4142 0.458 0.541 0.624 0.806
C 6.6268 -11.5889 3.7544 0.093 -0.406 -0.731 -1.524
O 8.6888 -12.1683 4.7508 -0.146 -0.034 -0.279 -0.714
H 7.1551 -14.0660 6.1106 0.203 0.172 0.189 0.244
H 5.6654 -13.4335 5.4644 0.067 0.017 -0.007 0.431
H 6.6818 -12.3409 6.3895 0.158 -0.096 0.177 0.288
H 7.5436 -13.5584 3.7302 -0.151 0.024 -0.115 0.267
H 6.4452 -10.7729 4.4498 -0.023 0.003 0.078 0.339
H 5.6856 -11.9647 3.3453 -0.073 0.077 0.212 0.411
H 7.1891 -11.2164 2.8952 0.061 0.097 0.129 0.342
H 9.1599 -12.7765 5.3424 0.028 -0.074 -0.063 0.404
O 14.4401 -17.1192 4.7726 0.255 0.318 -0.377 -0.454
C 14.8284 -16.7335 3.4593 -0.522 -0.367 0.323 -0.341
C 14.0311 -17.4930 2.4114 -0.093 0.147 0.080 -0.381
O 12.6354 -17.2528 2.6330 0.264 -0.017 -0.050 -0.424
H 13.6973 -16.5487 5.0123 -0.143 -0.348 0.347 0.234
H 14.6462 -15.6633 3.3218 0.268 0.041 -0.069 0.209
H 15.8855 -16.9784 3.3561 0.061 0.215 -0.164 0.318
H 14.2540 -18.5606 2.4870 -0.017 0.011 -0.002 0.359
H 14.3133 -17.1306 1.4151 0.020 -0.121 0.010 0.290
H 12.1550 -18.0571 2.4247 -0.052 0.035 -0.016 0.262
O 12.1580 -16.1381 6.1099 -0.296 0.320 -0.135 -0.325
C 10.9040 -16.2521 5.4320 0.063 0.028 0.254 0.103
C 9.8557 -15.4362 6.1565 0.115 -0.233 -0.037 -0.452
O 10.2426 -14.0673 6.1917 -0.084 -0.090 0.232 0.046
H 11.9919 -16.3652 7.0333 0.265 -0.260 0.342 0.063
H 11.0503 -15.8468 4.4349 0.023 -0.188 -0.114 0.100
H 10.6046 -17.3030 5.3906 -0.088 0.003 -0.180 -0.199
H 9.7344 -15.8137 7.1804 -0.090 -0.028 -0.065 0.183
H 8.9016 -15.5214 5.6362 -0.018 0.152 0.004 0.405
H 11.1321 -14.0673 6.5715 -0.062 0.212 -0.215 -0.051